Entry 1:
C3H6N2O2 | ωB97M-V/def2-TZVPD

Results
LUMO energy (eV): 0.9
E (Ha): -377.8968
Max |F| (eV Å⁻¹): 3.013
SMILES: [H]/N=C/[C@@H](O)C(N)=O
Kohn-Sham gap (eV): 10.93
M (g mol⁻¹): 102.09

```
13
Properties=species:S:1:pos:R:3:forces:R:3:nbo_charge:R:1
C -0.0493 -0.9164 0.5895 1.0 -0.7 1.1 0.659
N -0.5792 -1.5846 -0.4399 -0.2 -0.1 0.1 -0.801
C 0.8969 0.2451 0.2812 -1.9 0.6 -1.1 -0.054
C -0.0948 1.2468 -0.4404 1.6 0.1 0.5 0.151
O -0.1629 -1.1767 1.7941 -0.6 -0.3 -0.8 -0.631
N -0.6076 0.9628 -1.5505 0.0 -0.1 -0.4 -0.672
O 1.3641 0.7240 1.4743 -0.9 -1.5 1.9 -0.727
H 0.8669 0.0291 2.1720 1.3 1.9 -1.9 0.503
H -1.3224 -2.2376 -0.2503 0.0 0.0 0.0 0.403
H -0.5825 -1.0918 -1.3285 -0.1 -0.1 0.1 0.431
H -1.1907 1.6851 -1.9677 0.0 0.1 0.3 0.361
H 1.6597 -0.0688 -0.4448 0.0 0.1 0.2 0.202
H -0.1983 2.1831 0.1111 -0.2 0.1 0.0 0.175
```
Positions in Å, forces in eV/Å.

---

Entry 2:
C3H6N2O2 | ωB97M-V/def2-TZVPD

Results
LUMO energy (eV): 0.9
E (Ha): -377.7781
Max |F| (eV Å⁻¹): 5.802
SMILES: NC[C@H]1OC=NO1
Kohn-Sham gap (eV): 10.21
M (g mol⁻¹): 102.09

```
13
Properties=species:S:1:pos:R:3:forces:R:3:nbo_charge:R:1
C -1.2577 -0.1950 -0.3879 -0.9 0.3 -3.4 -0.258
C 0.2236 -0.1633 -0.7774 -0.3 0.1 -1.5 0.330
C 1.8548 0.6060 0.3210 2.5 3.9 1.1 0.320
H -2.3197 0.0883 1.4389 0.9 -0.4 -0.7 0.387
H -0.4865 -0.3474 1.4684 -4.2 2.3 -1.1 0.354
H -1.8390 0.5623 -1.0432 1.1 -1.3 0.5 0.197
H -1.5152 -1.2480 -0.8310 -0.2 1.3 1.5 0.181
H 0.3775 -0.2688 -1.8595 -0.5 -0.5 0.0 0.165
H 2.4371 1.4189 0.7647 0.1 -0.5 -0.2 0.194
N -1.4303 0.2602 0.9394 3.9 -2.8 3.2 -0.835
N 2.0860 -0.5984 0.5675 -1.3 0.1 -0.4 -0.161
O 0.9014 1.0580 -0.5057 0.0 -1.1 1.3 -0.462
O 0.9681 -1.1729 -0.0952 -1.0 -1.4 -0.4 -0.414
```
Positions in Å, forces in eV/Å.

---

Entry 3:
C3H6N2O3 | ωB97M-V/def2-TZVPD

Results
LUMO energy (eV): 0.0
E (Ha): -453.1295
Max |F| (eV Å⁻¹): 5.964
SMILES: CNC(=O)NC(=O)O
Kohn-Sham gap (eV): 9.77
M (g mol⁻¹): 118.09

```
14
Properties=species:S:1:pos:R:3:forces:R:3:nbo_charge:R:1
C -0.5640 1.3623 0.9670 -0.6 0.3 0.4 -0.413
N 0.2763 -1.5123 -0.4064 -1.1 1.7 -2.1 -0.668
N 0.4548 0.3308 0.8871 0.9 1.1 1.0 -0.700
C 0.2111 -0.4365 -1.4693 -0.6 -5.3 -2.7 0.908
C 0.4187 -1.0818 0.8507 2.2 1.0 1.7 0.783
O -0.9877 0.1707 -1.5770 0.2 0.4 0.8 -0.688
O 0.8393 -0.6494 -2.4967 0.4 1.2 1.9 -0.581
O 0.9184 -1.7357 1.7559 -1.1 0.1 -0.6 -0.599
H -1.1014 0.3281 -2.5327 0.2 0.2 0.4 0.514
H 0.8264 -2.3375 -0.5987 -0.1 0.1 -0.6 0.432
H 1.1359 0.5429 1.6165 -0.3 -0.2 -0.2 0.401
H -1.2548 1.1583 1.7875 -0.2 0.2 -0.1 0.185
H -0.0685 2.3155 1.1661 0.1 -0.2 0.2 0.206
H -1.1046 1.5446 0.0501 -0.2 -0.4 -0.1 0.219
```
Positions in Å, forces in eV/Å.